# C53H86Br24ClF2IN5O5PS

A molecular structure, C53H86Br24ClF2IN5O5PS (wB97M-V/def2-TZVPD, the Open Molecules 2025 dataset).

Each line ends with the Mulliken charge.
Geometry (Å):
C 2.85 -2.57 -5.44  -0.743
C 1.56 -2.18 -4.90  -0.422
C 1.26 -0.63 -4.60  0.487
C 1.63 0.09 -3.23  0.653
C 1.23 1.58 -3.11  0.837
C 0.47 2.40 -4.25  -0.069
C 0.13 3.93 -3.90  -0.096
O 0.83 4.96 -4.32  -0.539
N -1.02 4.25 -3.01  0.072
C -2.26 4.49 -3.74  0.516
O -3.30 3.88 -3.33  -0.440
F -2.41 5.42 -4.82  -0.216
C 0.10 1.70 -5.61  -0.915
C -0.68 2.43 -6.80  -0.142
Cl -0.01 4.08 -7.25  -0.170
C -2.31 2.44 -6.56  -0.383
C -2.78 1.49 -5.35  -0.197
C 0.52 0.17 -5.75  -1.058
N 0.21 -0.54 -7.03  -0.246
C -0.98 -1.45 -6.93  0.845
C -0.62 -2.78 -7.79  -1.095
S 1.66 2.47 -1.56  -0.314
C 3.06 1.45 -0.81  -0.368
C 4.04 2.11 0.24  -0.131
C 3.81 3.64 0.65  -0.929
C 3.53 3.84 2.26  0.418
O 4.12 5.06 2.78  -0.542
C 1.91 4.05 2.40  -0.594
N 1.59 5.45 1.99  -0.474
C 5.23 1.29 0.91  0.570
P 6.42 2.08 2.16  0.774
N 7.90 1.49 2.14  -0.737
O 5.80 1.76 3.76  -0.573
O 6.63 3.78 1.92  -0.531
C 5.32 -0.25 0.48  0.440
C 6.49 -1.12 1.14  0.261
C 6.39 -1.24 2.77  -0.115
F 6.23 -2.65 3.19  -0.384
C 4.30 -0.90 -0.55  1.103
C 4.42 -2.49 -0.89  -1.820
I 6.20 -2.99 -2.06  0.034
C 4.24 -3.41 0.45  0.453
C 2.68 -3.91 0.55  -0.664
C 3.15 -0.05 -1.26  -0.389
N 2.31 -0.76 -2.23  0.382
H 3.82 -2.44 -4.83  0.190
H 2.97 -3.07 -6.47  0.235
H 0.76 -2.99 -4.72  0.182
H -1.13 3.57 -2.24  0.373
H -0.54 1.76 -7.74  0.395
H -2.72 3.52 -6.48  -0.116
H -2.80 2.01 -7.52  0.369
H -2.48 0.39 -5.59  -0.227
H -2.33 1.73 -4.33  0.079
H -3.94 1.47 -5.32  0.422
H 1.04 -1.01 -7.41  0.387
H -1.16 -1.71 -5.83  -0.761
H -1.88 -0.87 -7.39  0.298
H -0.93 -2.57 -8.88  0.343
H -1.24 -3.65 -7.39  0.288
H 0.50 -3.06 -7.72  0.256
H 4.76 4.21 0.31  0.257
H 2.94 4.17 0.14  0.428
H 3.77 2.90 2.87  0.010
H 4.69 5.48 2.09  0.403
H 1.34 3.24 1.82  0.179
H 1.70 3.95 3.54  0.345
H 0.80 5.44 1.32  0.210
H 1.35 5.98 2.85  0.242
H 8.17 1.05 3.03  0.219
H 6.60 1.73 4.36  0.351
H 7.21 3.87 1.12  0.365
H 7.49 -0.62 0.81  0.033
H 6.58 -2.20 0.76  0.114
H 7.33 -0.87 3.30  0.098
H 5.43 -0.71 3.07  0.064
H 3.53 -2.85 -1.56  0.453
H 4.88 -4.36 0.32  0.386
H 4.44 -2.83 1.42  -0.287
H 2.45 -4.07 1.67  -0.175
H 1.94 -3.11 0.17  0.157
H 2.51 -4.92 0.02  0.360
H 2.99 -1.30 -2.81  0.156
Br 2.72 -0.86 2.83  0.114
C 1.21 -1.90 3.48  -0.254
C -0.07 -1.49 2.80  -0.569
Br -0.75 0.19 3.51  -0.173
H 1.18 -1.77 4.56  0.490
H 1.45 -2.94 3.25  -0.356
H -0.86 -2.22 2.99  0.426
H 0.04 -1.35 1.72  0.363
Br -6.51 7.88 -7.39  -0.151
C -6.73 6.93 -5.70  -0.687
C -5.44 6.30 -5.26  -0.543
Br -5.06 4.68 -6.26  -0.054
H -7.54 6.21 -5.85  0.372
H -7.06 7.69 -4.99  0.394
H -5.51 5.98 -4.21  0.364
H -4.58 6.95 -5.37  0.363
Br -10.12 7.88 -12.00  -0.134
C -10.18 9.51 -10.93  -0.544
C -9.61 9.28 -9.55  -0.539
Br -10.88 8.33 -8.41  -0.129
H -11.22 9.84 -10.92  0.380
H -9.58 10.23 -11.48  0.340
H -9.43 10.23 -9.05  0.330
H -8.69 8.70 -9.56  0.283
Br -1.13 -1.54 -3.54  0.064
C -2.63 -2.58 -2.87  -0.727
C -3.92 -2.18 -3.56  -0.629
Br -4.61 -0.50 -2.85  -0.154
H -2.66 -2.44 -1.79  0.347
H -2.38 -3.62 -3.09  0.369
H -4.70 -2.92 -3.35  0.420
H -3.81 -2.06 -4.63  0.314
Br -6.26 -0.33 4.47  -0.082
C -5.13 0.82 3.38  -0.254
C -5.36 0.58 1.91  -0.655
Br -4.48 -1.06 1.32  -0.109
H -4.10 0.64 3.69  0.067
H -5.41 1.84 3.65  0.354
H -4.90 1.37 1.31  0.342
H -6.41 0.49 1.64  0.397
Br 3.01 -4.95 4.95  -0.083
C 1.49 -5.99 5.60  -0.437
C 0.22 -5.58 4.91  -0.749
Br -0.46 -3.89 5.62  -0.050
H 1.46 -5.86 6.69  0.420
H 1.74 -7.02 5.37  0.156
H -0.57 -6.30 5.10  0.438
H 0.33 -5.44 3.84  0.356
Br 5.54 -7.12 8.11  -0.133
C 5.35 -8.81 7.16  -0.611
C 4.12 -8.81 6.29  -0.374
Br 2.51 -9.08 7.35  -0.129
H 5.35 -9.60 7.91  0.391
H 6.26 -8.89 6.55  0.347
H 4.14 -9.65 5.59  0.392
H 3.99 -7.88 5.73  0.116
Br -8.06 -5.60 4.08  -0.180
C -8.06 -4.77 5.85  -0.698
C -7.35 -3.45 5.83  -0.219
Br -5.41 -3.69 5.82  -0.052
H -7.63 -5.50 6.53  0.374
H -9.12 -4.64 6.09  0.411
H -7.55 -2.89 6.75  -0.166
H -7.60 -2.83 4.97  0.442
Br 9.97 -1.40 0.59  -0.087
C 10.00 -3.26 1.19  -0.570
C 9.82 -3.35 2.68  -0.250
Br 11.46 -2.88 3.63  -0.140
H 10.94 -3.69 0.84  0.418
H 9.17 -3.74 0.67  0.287
H 9.61 -4.38 2.98  0.377
H 9.04 -2.70 3.07  -0.043
Br -1.38 0.25 9.77  -0.160
C -3.07 -0.50 9.14  -0.642
C -2.84 -1.64 8.18  -0.360
Br -2.33 -0.99 6.42  -0.049
H -3.64 0.33 8.71  0.371
H -3.58 -0.85 10.04  0.343
H -3.77 -2.20 8.02  0.108
H -2.06 -2.33 8.51  0.388
Br -9.01 -0.94 8.18  -0.124
C -9.23 -1.89 9.87  -0.598
C -7.93 -2.52 10.32  -0.514
Br -7.55 -4.14 9.31  -0.107
H -10.04 -2.61 9.73  0.363
H -9.55 -1.12 10.58  0.355
H -8.00 -2.83 11.36  0.358
H -7.07 -1.86 10.20  0.302
Br 6.03 3.39 -5.95  -0.167
C 4.84 4.92 -6.18  -0.620
C 4.14 5.26 -4.89  -0.747
Br 2.68 4.01 -4.53  0.309
H 4.16 4.67 -7.00  0.348
H 5.49 5.74 -6.50  0.390
H 3.66 6.24 -4.96  0.343
H 4.79 5.24 -4.02  0.376

Properties
total charge: 0
ΔE to the lowest compared entry with this formula, charge and spin: 1587.69 kJ/mol
2S+1: 1
LUMO: -0.74 eV

***

# C21H29IrN4

A molecular structure, C21H29IrN4 (wB97M-V/def2-TZVPD, the Open Molecules 2025 dataset).

Each line ends with the Mulliken charge.
Geometry (Å):
Ir -0.16 -0.16 0.05  0.726
C -0.42 0.46 -2.87  -0.854
N -1.29 0.27 -1.67  -0.053
C -2.10 1.51 -1.46  -0.838
C -2.17 -0.87 -1.86  1.020
C -3.02 -0.98 -2.94  -0.556
C -3.79 -2.12 -3.08  -0.848
C -3.70 -3.16 -2.17  -0.990
C -2.86 -3.04 -1.07  -0.529
C -2.12 -1.87 -0.89  -0.170
N -1.26 -1.61 0.20  0.435
C -1.10 -2.36 1.38  -0.254
C -2.09 -3.18 1.94  -0.692
C -1.86 -3.79 3.16  -0.932
C -0.65 -3.59 3.82  -0.787
C 0.32 -2.75 3.29  -0.355
C 0.08 -2.13 2.09  0.918
N 1.02 -1.23 1.46  -0.079
C 2.02 -2.04 0.69  -0.873
C 1.76 -0.40 2.45  -1.032
H -1.03 0.63 -3.76  0.373
H 0.20 -0.42 -3.00  0.324
H 0.20 1.34 -2.69  0.375
H -2.67 1.74 -2.37  0.408
H -1.43 2.33 -1.24  0.345
H -2.79 1.35 -0.64  0.330
H -3.08 -0.20 -3.68  0.423
H -4.46 -2.22 -3.93  0.427
H -4.27 -4.06 -2.31  0.440
H -2.75 -3.87 -0.39  0.760
H -3.06 -3.28 1.47  0.756
H -2.62 -4.41 3.61  0.439
H -0.48 -4.07 4.77  0.433
H 1.24 -2.59 3.83  0.398
H 2.60 -2.65 1.39  0.388
H 2.69 -1.36 0.16  0.367
H 1.51 -2.68 -0.02  0.349
H 2.45 -1.02 3.03  0.437
H 1.05 0.08 3.11  0.370
H 2.34 0.34 1.91  0.275
C 3.28 3.70 -1.39  -1.558
C 2.42 3.71 -0.12  1.999
C 3.30 3.74 1.14  -1.615
C 1.43 4.89 -0.13  -1.583
C 1.63 2.47 -0.09  -0.087
N 1.01 1.51 -0.05  -0.484
H 3.86 4.63 -1.41  0.410
H 2.67 3.66 -2.29  0.397
H 3.99 2.87 -1.39  0.414
H 3.85 4.68 1.15  0.444
H 4.03 2.93 1.14  0.383
H 2.70 3.69 2.05  0.385
H 2.01 5.81 -0.12  0.430
H 0.79 4.88 0.76  0.403
H 0.81 4.88 -1.02  0.390

Properties
total charge: +2
ΔE to the lowest compared entry with this formula, charge and spin: 0.00 kJ/mol
2S+1: 1
LUMO (alpha / beta): -8.70 / -7.94 eV

***

# C4H8Br2O2S2

A molecular structure, C4H8Br2O2S2 (wB97M-V/def2-TZVPD, the Open Molecules 2025 dataset).

Each line ends with the Mulliken charge.
Geometry (Å):
C -2.20 0.63 0.14  -0.927
C 1.22 -2.41 -1.31  -1.020
C 0.16 2.31 1.05  -0.335
C 0.19 1.09 1.57  -0.029
O -0.54 -1.27 0.85  -0.521
O 0.20 -0.02 -1.61  -0.563
S -1.26 -0.16 1.51  0.469
S 1.02 -0.70 -0.63  0.821
Br 3.21 -0.13 -1.15  -0.385
Br 1.54 0.35 2.74  -0.069
H -2.70 1.54 0.62  0.378
H -3.20 0.11 0.01  0.336
H -1.57 0.80 -0.76  0.298
H 1.49 -2.20 -2.34  0.430
H 2.17 -2.88 -0.99  0.393
H 0.15 -2.84 -1.16  0.275
H -0.60 2.56 0.21  0.160
H 0.73 3.21 1.25  0.290

Properties
total charge: 0
ΔE to the lowest compared entry with this formula, charge and spin: 150.31 kJ/mol
2S+1: 1
LUMO: -0.05 eV

***

# C5H7N

A single C5H7N molecule (wB97M-V/def2-TZVPD, the Open Molecules 2025 dataset).

Each line ends with the Mulliken charge.
Geometry (Å):
C 0.17 1.26 0.20  -0.718
N 0.29 1.81 -0.97  -0.277
C -0.66 -1.05 0.42  -0.147
C -1.92 -0.66 0.36  -0.844
C 1.74 -0.62 0.41  -1.018
C 0.49 -0.16 0.30  1.111
H 0.09 2.79 -1.09  0.244
H 0.60 1.32 -1.82  0.250
H -0.41 -2.10 0.52  0.279
H -2.74 -1.36 0.43  0.267
H -2.18 0.38 0.29  0.274
H 2.59 0.04 0.33  0.292
H 1.95 -1.65 0.63  0.286

Properties
total charge: 0
ΔE to the lowest compared entry with this formula, charge and spin: 289.75 kJ/mol
2S+1: 1
LUMO: 1.00 eV

***

# C28H40Br2CoN3O5S

A molecular structure, C28H40Br2CoN3O5S (wB97M-V/def2-TZVPD, the Open Molecules 2025 dataset).

Each line ends with the Mulliken charge.
Geometry (Å):
Co 0.20 -0.96 0.51  0.984
C 7.63 1.44 0.61  -1.668
C 7.28 0.12 -0.08  2.079
C 7.77 -1.05 0.79  -1.645
C 8.03 0.07 -1.41  -2.066
C 5.77 0.01 -0.27  -0.132
C 4.93 0.06 0.84  -0.464
C 3.58 -0.08 0.67  -0.876
Br 2.43 -0.03 2.21  -0.280
C 2.93 -0.31 -0.57  1.150
O 1.65 -0.51 -0.62  -0.820
C 3.78 -0.29 -1.70  -0.427
C 5.16 -0.15 -1.50  0.461
C 3.31 -0.45 -3.16  2.591
C 3.93 -1.74 -3.74  -1.792
C 1.80 -0.54 -3.37  -2.296
C 3.81 0.75 -3.97  -1.835
H 8.72 1.52 0.74  0.445
H 7.17 1.51 1.59  0.307
H 7.29 2.29 0.01  0.373
H 8.85 -1.00 0.93  0.443
H 7.51 -2.00 0.33  0.366
H 7.30 -1.01 1.78  0.324
H 9.10 0.14 -1.23  0.444
H 7.74 0.90 -2.06  0.383
H 7.84 -0.87 -1.94  0.368
H 5.32 0.21 1.84  0.380
H 5.79 -0.18 -2.38  0.097
H 3.59 -2.61 -3.17  0.355
H 5.02 -1.71 -3.72  0.321
H 3.61 -1.87 -4.78  0.483
H 1.36 -1.41 -2.88  0.023
H 1.60 -0.63 -4.45  0.626
H 1.28 0.34 -3.01  0.280
H 4.90 0.81 -4.00  0.319
H 3.42 1.68 -3.54  0.396
H 3.45 0.68 -5.00  0.471
N -1.37 0.41 0.97  -0.147
C -1.65 0.31 2.41  -0.441
C -1.25 -1.08 2.96  0.567
O -1.76 -1.45 4.01  -0.729
O -0.38 -1.71 2.27  -0.580
H -1.34 1.37 0.65  0.069
H -2.10 -0.05 0.42  0.335
H -2.69 0.50 2.66  0.336
H -1.03 1.04 2.94  0.303
C -0.46 5.34 -2.31  -0.974
N -1.46 4.63 -3.08  0.114
C -2.72 5.34 -3.16  -1.182
C -1.51 3.24 -2.96  0.054
S -0.70 2.40 -1.78  -0.203
N -2.28 2.63 -3.90  0.253
C -2.56 1.21 -3.83  -1.153
C -2.49 3.22 -5.21  -1.186
H -0.38 6.36 -2.71  0.299
H 0.50 4.84 -2.38  0.331
H -0.73 5.41 -1.25  0.354
H -3.02 5.69 -2.17  0.369
H -3.51 4.70 -3.55  0.390
H -2.62 6.22 -3.81  0.319
H -2.64 0.88 -2.80  0.308
H -1.76 0.62 -4.30  0.365
H -3.50 1.01 -4.34  0.365
H -1.93 4.15 -5.30  0.372
H -3.55 3.42 -5.40  0.311
H -2.15 2.53 -5.98  0.409
Br -4.88 -2.23 -2.95  -0.165
C -3.17 -2.90 -3.45  0.255
C -3.16 -3.69 -4.59  -0.556
C -1.97 -4.20 -5.07  -0.410
C -0.78 -3.93 -4.40  -0.781
C -0.81 -3.18 -3.24  -0.451
C -2.00 -2.65 -2.73  0.500
C -1.90 -1.88 -1.41  0.875
O -2.75 -1.04 -1.11  -0.819
O -0.85 -2.16 -0.75  -0.767
H -4.09 -3.89 -5.11  0.396
H -1.97 -4.81 -5.96  0.362
H 0.16 -4.31 -4.78  0.387
H 0.09 -2.98 -2.68  0.383

Properties
total charge: -1
<S²>: 3.76
2S+1: 4
LUMO (alpha / beta): 2.22 / 2.22 eV

***

# H28O14

14 unconnected molecules or ions with the total composition H28O14 (wB97M-V/def2-TZVPD, the Open Molecules 2025 dataset).

Each line ends with the Mulliken charge.
Geometry (Å):
O 2.54 1.60 1.63  -0.676
H 2.72 0.88 1.05  0.347
H 1.66 1.59 1.95  0.561
O -0.83 -1.27 -1.61  -0.511
H 0.01 -1.73 -1.79  0.186
H -1.15 -1.16 -2.54  0.334
O -1.15 2.97 0.39  -0.717
H -2.08 2.81 0.56  0.328
H -0.88 2.60 -0.44  0.330
O 0.33 -0.01 0.32  -0.228
H 0.95 -0.64 0.70  0.103
H -0.28 -0.48 -0.28  0.290
O -3.64 0.54 -1.63  -0.680
H -2.98 0.27 -0.98  0.341
H -3.11 1.10 -2.16  0.353
O 2.06 -1.30 2.15  -0.566
H 2.35 -2.00 1.58  0.232
H 1.64 -1.74 2.88  0.318
O -0.02 1.65 2.54  -0.785
H -0.22 1.99 1.64  0.253
H -0.91 1.67 2.87  0.353
O -1.13 1.67 -2.03  -0.596
H -1.32 2.04 -2.89  0.244
H -0.40 1.09 -2.20  0.297
O -3.45 -2.47 -1.29  -0.655
H -2.56 -2.19 -1.15  0.269
H -3.79 -1.66 -1.70  0.383
O 1.56 0.85 -2.06  -0.725
H 1.32 0.49 -1.20  0.321
H 1.71 1.78 -1.75  0.387
O -0.32 -0.96 3.56  -0.670
H -0.09 -0.76 4.50  0.284
H 0.16 -0.45 2.97  0.393
O -2.36 -0.25 0.82  -0.673
H -1.45 -0.02 0.73  0.276
H -2.32 -1.18 1.01  0.372
O 2.06 -2.10 -1.41  -0.515
H 1.83 -2.59 -2.17  0.251
H 2.45 -2.73 -0.86  0.244
O 3.74 -0.19 -0.32  -0.671
H 3.25 -0.43 -1.09  0.286
H 4.09 0.72 -0.33  0.329

Properties
total charge: 0
ΔE to the lowest compared entry with this formula, charge and spin: 165.67 kJ/mol
2S+1: 1
LUMO: -0.59 eV